Record 1
This record from the Open Molecules 2025 dataset describes a single C5H5BrN4S2 molecule. The level of theory is wB97M-V/def2-TZVPD.

Element x y z (Å)
1 C -0.85 -0.63 -1.10
2 C -1.47 -1.07 0.18
3 C 1.29 -0.39 -0.11
4 C -0.89 -0.96 1.37
5 C 2.77 -0.28 -0.22
6 N 0.56 -0.57 -1.11
7 N -1.29 1.71 -0.02
8 N -1.54 3.79 0.93
9 N -1.45 2.82 0.37
10 S -1.53 1.05 -1.54
11 S 0.72 -0.30 1.59
12 Br -3.20 -1.85 0.04
13 H -1.17 -1.24 -1.95
14 H -1.36 -1.27 2.28
15 H 3.14 0.47 0.47
16 H 3.04 -0.05 -1.24
17 H 3.22 -1.24 0.06

---

Record 2
This record from the Open Molecules 2025 dataset describes a molecular structure, C31H28BeF3N4O4SSbSe3. The level of theory is wB97M-V/def2-TZVPD.

Element x y z (Å)
1 Be -2.15 0.13 0.43
2 Se -0.45 -2.82 1.21
3 Se -1.73 -2.03 2.97
4 C -0.97 -0.27 2.96
5 C -0.29 0.19 4.07
6 C 0.32 1.44 4.02
7 C 0.24 2.17 2.85
8 C -0.47 1.64 1.78
9 N -1.07 0.45 1.84
10 C -1.74 -2.60 -0.19
11 C -1.88 -3.64 -1.09
12 C -2.80 -3.51 -2.12
13 C -3.59 -2.38 -2.17
14 C -3.39 -1.40 -1.22
15 N -2.47 -1.48 -0.25
16 H -0.22 -0.43 4.95
17 H 0.87 1.81 4.87
18 H 0.72 3.13 2.75
19 H -0.56 2.16 0.84
20 H -1.26 -4.52 -0.99
21 H -2.92 -4.30 -2.85
22 H -4.32 -2.22 -2.95
23 H -3.96 -0.48 -1.26
24 O -2.93 1.07 -2.99
25 Se -1.43 0.94 -2.38
26 O -0.78 -0.53 -2.56
27 O -1.71 1.12 -0.67
28 O -0.45 2.16 -2.73
29 F 6.16 2.74 -3.96
30 C 5.23 2.15 -3.18
31 C 5.65 1.26 -2.21
32 C 4.69 0.66 -1.41
33 C 3.34 0.94 -1.58
34 C 2.95 1.83 -2.57
35 C 3.90 2.45 -3.39
36 Sb 1.79 0.02 -0.43
37 C 2.30 -2.02 -0.91
38 C 3.37 -2.70 -0.35
39 C 3.63 -4.02 -0.67
40 C 2.80 -4.65 -1.58
41 F 3.04 -5.94 -1.90
42 C 1.73 -4.01 -2.17
43 C 1.48 -2.68 -1.83
44 C 2.86 0.09 1.45
45 C 2.71 -0.89 2.43
46 C 3.24 -0.73 3.71
47 C 3.92 0.43 3.99
48 F 4.44 0.60 5.23
49 C 4.10 1.43 3.05
50 C 3.56 1.25 1.79
51 H 6.70 1.06 -2.09
52 H 5.01 -0.04 -0.64
53 H 1.89 2.06 -2.73
54 H 3.61 3.14 -4.16
55 H 4.02 -2.20 0.37
56 H 4.46 -4.57 -0.24
57 H 1.12 -4.53 -2.89
58 H 0.65 -2.16 -2.29
59 H 2.17 -1.81 2.21
60 H 3.14 -1.50 4.47
61 H 4.65 2.32 3.31
62 H 3.70 2.02 1.04
63 C -7.00 1.55 1.52
64 N -6.10 2.20 0.57
65 C -4.81 1.87 0.40
66 S -4.12 0.64 1.38
67 N -4.11 2.52 -0.51
68 C -4.69 3.39 -1.52
69 H -7.89 2.17 1.62
70 H -6.52 1.46 2.49
71 H -7.28 0.55 1.18
72 H -6.50 2.87 -0.06
73 H -3.19 2.13 -0.70
74 H -5.45 2.87 -2.11
75 H -3.89 3.68 -2.20
76 H -5.12 4.29 -1.07

---

Record 3
This record from the Open Molecules 2025 dataset describes a gas-phase ion, C10H12O2P (charge -1). The level of theory is wB97M-V/def2-TZVPD.

Summary:
net charge: -1

Element x y z (Å)
1 O 1.21 -0.96 1.90
2 C 1.48 -0.12 1.01
3 C 1.23 1.29 1.05
4 C 1.72 2.05 0.01
5 C 2.42 1.55 -1.10
6 C 2.44 0.20 -1.32
7 C 1.85 -0.65 -0.35
8 P 0.01 -1.23 -1.13
9 O 0.40 -1.94 -2.37
10 C -1.19 0.07 -1.14
11 C -1.77 0.07 0.24
12 C -1.88 -1.38 0.83
13 C -0.86 -2.26 0.13
14 H 0.67 1.72 1.87
15 H 1.47 3.02 -0.01
16 H 2.83 2.08 -1.86
17 H 2.74 -0.14 -2.21
18 H 2.13 -1.81 -0.29
19 H -0.88 1.09 -1.47
20 H -1.08 0.61 1.03
21 H -2.89 0.50 0.11
22 H -1.77 -1.44 1.83
23 H -2.77 -1.85 0.68
24 H -0.25 -2.80 0.95
25 H -1.38 -2.94 -0.44

---

Record 4
This record from the Open Molecules 2025 dataset describes a molecular structure, C5H7NO. The level of theory is wB97M-V/def2-TZVPD.

Element x y z (Å)
1 O -1.64 1.37 1.37
2 C -0.91 0.72 0.67
3 C -1.24 -0.09 -0.60
4 N 0.09 -0.68 -0.93
5 C 0.98 0.50 -0.70
6 C 0.56 0.43 0.79
7 C 0.53 -1.10 0.45
8 H -1.59 0.56 -1.40
9 H -2.00 -0.86 -0.41
10 H 0.75 1.38 -1.30
11 H 2.02 0.19 -0.86
12 H 1.11 0.91 1.60
13 H 1.54 -1.52 0.49
14 H -0.19 -1.80 0.86

---

Quick rundown of energy above the lowest of the compared OMol25 structures with the same formula, charge and spin, same order as above: 0.0, 0.0, 59.4, 45.7 kcal per mole